Density functional theory data (ωB97M-V/def2-TZVPD) for C27H75F6NO17S2V2 as an isolated structure.

HOMO (spin up / spin down) = -12.576 / -12.576 eV
E_tot = -5690.37094 a.u.
LUMO level (spin up / spin down) = -0.2941 / -0.3063 hartree
spin multiplicity = 7
charge = +2

Atoms and positions in Å:
V 0.866 -2.862 2.194
V 0.575 -4.606 -0.635
C 3.635 -3.888 0.391
O 2.248 -3.961 0.689
H 3.818 -3.305 -0.521
H 4.300 -3.373 1.085
H 4.008 -4.875 0.115
C 2.546 -0.431 -1.032
F 3.108 -0.922 -2.097
F 3.292 -0.652 0.042
F 2.534 0.894 -1.181
S 0.718 -1.064 -0.715
O -0.186 -0.140 -1.307
O 0.573 -2.427 -1.301
N 0.637 -1.107 1.073
S 0.276 0.416 1.525
O 0.372 0.420 2.955
O 0.915 1.539 0.883
C -1.601 0.622 1.278
F -2.070 1.213 2.343
F -1.909 1.327 0.207
F -2.156 -0.615 1.241
C 4.008 -5.466 -3.041
C 2.828 -4.574 -3.311
O 1.585 -4.940 -2.696
H 3.889 -6.411 -3.580
H 4.044 -5.872 -2.024
H 4.974 -5.012 -3.248
H 2.695 -4.529 -4.395
H 2.997 -3.539 -3.009
H 1.444 -5.819 -3.081
C -4.656 0.460 -3.584
C -3.320 -0.238 -3.460
O -2.577 -0.252 -4.676
H -5.136 0.186 -4.527
H -4.450 1.529 -3.636
H -5.369 0.113 -2.838
H -3.493 -1.240 -3.061
H -2.697 0.299 -2.738
H -2.689 0.577 -5.153
C -2.329 -4.474 -4.204
C -1.920 -3.847 -2.868
O -1.142 -4.685 -1.991
H -1.515 -5.025 -4.686
H -2.495 -3.759 -5.007
H -3.129 -5.201 -4.048
H -2.752 -3.402 -2.324
H -1.282 -3.039 -3.233
H -1.587 -5.535 -2.143
C 5.921 -1.517 -4.468
C 5.675 -0.027 -4.569
O 6.906 0.661 -4.435
H 6.601 -1.908 -5.227
H 4.971 -2.053 -4.447
H 6.514 -1.735 -3.574
H 4.973 0.267 -3.783
H 5.261 0.158 -5.563
H 6.938 1.333 -5.120
C 1.009 2.496 5.934
C -0.309 3.028 5.355
O -0.238 4.425 5.192
H 1.815 2.716 5.227
H 1.100 1.406 5.868
H 1.232 2.797 6.954
H -1.098 2.746 6.058
H -0.505 2.505 4.414
H -1.102 4.821 5.342
C 1.276 -1.550 -4.785
C 0.544 -1.516 -6.123
O -0.568 -2.429 -6.010
H 0.551 -1.886 -4.040
H 1.598 -0.575 -4.411
H 2.138 -2.216 -4.761
H 1.168 -1.748 -6.983
H 0.135 -0.527 -6.334
H -1.200 -1.928 -5.479
C -0.300 4.451 1.507
C 1.076 4.531 2.107
O 1.186 5.501 3.131
H -1.026 4.120 2.258
H -0.459 3.739 0.696
H -0.651 5.429 1.173
H 1.765 4.844 1.318
H 1.425 3.544 2.431
H 0.649 5.155 3.871
C -4.764 1.531 5.073
C -5.693 2.666 5.389
O -4.952 3.522 6.259
H -5.279 0.700 4.581
H -4.309 1.066 5.948
H -4.017 1.887 4.362
H -6.698 2.385 5.709
H -5.848 3.265 4.484
H -5.437 4.288 6.578
C 0.852 3.877 -2.637
C 0.403 2.591 -3.289
O -0.917 2.249 -2.848
H 0.814 3.800 -1.549
H 0.213 4.719 -2.895
H 1.879 4.096 -2.939
H 1.003 1.687 -3.182
H 0.280 2.872 -4.339
H -0.875 1.572 -2.168
C 3.554 -0.068 3.587
C 3.652 -1.580 3.484
O 2.335 -2.113 3.604
H 4.527 0.346 3.839
H 2.668 0.247 4.137
H 3.267 0.308 2.599
H 4.357 -1.907 4.252
H 4.062 -1.940 2.539
H 2.271 -2.351 4.540
C -1.864 -0.733 4.860
C -0.831 -1.830 4.868
O -0.695 -2.294 3.479
H -1.545 0.094 4.225
H -1.881 -0.228 5.828
H -2.825 -1.086 4.491
H -1.294 -2.704 5.327
H 0.119 -1.488 5.265
H -1.530 -2.638 3.140
C -3.925 4.084 1.732
C -5.020 3.607 0.801
O -5.419 4.622 -0.100
H -2.975 4.125 1.201
H -3.810 3.310 2.497
H -4.231 4.995 2.241
H -5.875 3.486 1.476
H -4.778 2.659 0.316
H -6.368 4.734 -0.162

Mulliken atomic charge list, values in e, 5 entries: 0.861, 0.960, -0.538, -0.499, 0.029